# 1
Molecular formula: C44H45N7O6PbS
Method: DFT, wB97M-V/def2-TZVPD

Atoms and positions in Å:
Pb: -0.11090 0.08235 -0.79302
O: -1.75763 4.72428 2.45469
C: -1.21629 3.74369 2.02148
N: -0.78061 3.70963 0.65449
C: 0.56330 3.61472 0.44088
O: 1.36277 3.48253 1.34684
C: 1.06031 3.71772 -0.98249
C: 1.30911 4.95734 -1.55517
C: 1.85034 4.99109 -2.82899
C: 2.11369 3.79386 -3.47819
C: 1.81783 2.60934 -2.82609
N: 1.30638 2.56542 -1.59509
C: -1.07681 2.48189 2.81361
C: -1.33007 2.52998 4.17629
C: -1.24397 1.34939 4.89558
C: -0.91911 0.18462 4.22226
C: -0.69130 0.24089 2.85195
N: -0.76628 1.36920 2.15555
H: 1.08528 5.86450 -1.00932
H: 2.05885 5.93757 -3.31049
H: 2.52620 3.77308 -4.47702
H: 1.97321 1.65388 -3.31422
H: -1.58646 3.47225 4.63843
H: -1.43100 1.33983 5.96147
H: -0.84312 -0.76176 4.74128
H: -0.44591 -0.65356 2.29082
C: 1.51202 -2.84299 -1.61530
N: 0.77866 -1.69490 -2.11817
C: 0.40862 -1.67423 -3.35226
C: -0.25447 -0.55323 -3.91716
C: -0.66352 -0.31625 -5.23138
C: -1.22285 0.96344 -5.23609
C: -1.12683 1.43418 -3.92302
N: -0.53806 0.53125 -3.12401
C: 3.01006 -2.70216 -1.79665
C: 3.61203 -1.47262 -2.04300
C: 4.98330 -1.38163 -2.23976
C: 5.77564 -2.51926 -2.18766
C: 5.18655 -3.74871 -1.92261
C: 3.81567 -3.83596 -1.73032
H: 1.17192 -3.75700 -2.11224
H: 1.26868 -2.95698 -0.55783
H: 0.61364 -2.53254 -3.99609
H: -0.56282 -0.99606 -6.06343
H: -1.65388 1.48848 -6.07341
H: -1.46489 2.38785 -3.53902
H: 2.99997 -0.58068 -2.09498
H: 5.43318 -0.41700 -2.44299
H: 6.84313 -2.45005 -2.35422
H: 5.79358 -4.64446 -1.88254
H: 3.35820 -4.80212 -1.54638
C: 4.01866 1.19359 0.43585
N: 4.15533 -0.11609 1.04230
C: 5.47678 -0.46753 1.53039
C: 5.60837 -1.96673 1.68893
C: 4.44460 -2.47487 2.51175
N: 3.19415 -2.06676 1.90067
C: 2.02727 -2.87143 2.20636
C: 3.05068 -0.88963 1.22560
O: 1.94231 -0.53580 0.79853
H: 4.48380 1.21198 -0.55545
H: 4.50667 1.94295 1.06308
H: 2.96987 1.45382 0.34638
H: 5.66977 0.03762 2.48592
H: 6.21022 -0.09048 0.81379
H: 6.55642 -2.21534 2.16631
H: 5.58129 -2.44158 0.70718
H: 4.50901 -2.10402 3.54367
H: 4.45213 -3.56530 2.55902
H: 2.17972 -3.89530 1.85539
H: 1.14832 -2.45679 1.72331
H: 1.85462 -2.90138 3.28709
C: -1.77726 4.11324 -0.35489
C: -3.05024 3.31706 -0.19501
C: -4.10159 3.79234 0.58148
C: -5.22965 3.00966 0.78452
C: -5.31289 1.74512 0.21785
C: -4.27564 1.27008 -0.57252
C: -3.15770 2.06157 -0.78360
H: -1.96982 5.18559 -0.28087
H: -1.34444 3.90942 -1.33348
H: -4.02395 4.76767 1.04607
H: -6.04088 3.38627 1.39443
H: -6.18765 1.13006 0.38763
H: -4.32160 0.28775 -1.02316
H: -2.37523 1.69549 -1.43801
C: -7.28471 -2.71018 2.67548
C: -5.97245 -2.63700 1.94317
C: -4.79606 -2.31964 2.60917
C: -3.58255 -2.26924 1.93411
C: -3.54635 -2.54119 0.57932
C: -4.71080 -2.86402 -0.10792
C: -5.91187 -2.90779 0.57514
S: -2.03613 -2.40346 -0.33093
O: -1.91171 -3.57479 -1.15976
O: -0.95929 -2.21615 0.64919
O: -2.20394 -1.14973 -1.11345
H: -7.21481 -2.24621 3.65864
H: -7.59201 -3.74845 2.81675
H: -8.07602 -2.20921 2.11667
H: -4.82677 -2.10385 3.67093
H: -2.66537 -2.01557 2.44813
H: -4.66384 -3.07845 -1.16797
H: -6.82212 -3.15741 0.04187

Forces on atoms 1 to 2 (eV/Å):
Pb -0.102 0.199 0.277
O -0.013 0.007 -0.006

Highest occupied orbital energy ... -7.5 eV
Calculated total energy ... -3129.5916 Eh
Max |F| ... 0.36 eV/A
ΔE to the lowest compared entry with this formula, charge and spin ... 0.174 eV
Frontier orbital gap ... 7.50 eV

Results of the Mulliken charge analysis, in e, for atoms 1 through 99: number 1, Pb, carries 2.580; number 2, O, carries -0.567; number 3, C, carries -0.446; number 4, N, carries 0.506; number 5, C, carries 0.580; number 6, O, carries -0.690; number 7, C, carries -0.401; number 8, C, carries -0.317; number 9, C, carries -0.715; number 10, C, carries -0.817; number 11, C, carries -0.488; number 12, N, carries 0.612; number 13, C, carries 0.756; number 14, C, carries -1.010; number 15, C, carries -0.552; number 16, C, carries -1.178; number 17, C, carries 0.060; number 18, N, carries 0.653; number 19, H, carries 0.600; number 20, H, carries 0.438; number 21, H, carries 0.463; number 22, H, carries 0.311; number 23, H, carries 0.531; number 24, H, carries 0.438; number 25, H, carries 0.537; number 26, H, carries 0.153; number 27, C, carries -2.006; number 28, N, carries 1.304; number 29, C, carries -0.453; number 30, C, carries -0.064; number 31, C, carries -1.270; number 32, C, carries -1.000; number 33, C, carries -0.845; number 34, N, carries 1.085; number 35, C, carries 0.950; number 36, C, carries -0.032; number 37, C, carries -0.494; number 38, C, carries -0.653; number 39, C, carries -0.627; number 40, C, carries -0.460; number 41, H, carries 0.826; number 42, H, carries -0.092; number 43, H, carries 0.433; number 44, H, carries 0.525; number 45, H, carries 0.480; number 46, H, carries 0.400; number 47, H, carries 0.168; number 48, H, carries 0.433; number 49, H, carries 0.394; number 50, H, carries 0.397; number 51, H, carries 0.449; number 52, C, carries -0.982; number 53, N, carries 0.558; number 54, C, carries -0.785; number 55, C, carries -0.194; number 56, C, carries -0.830; number 57, N, carries 0.600; number 58, C, carries -1.057; number 59, C, carries -0.405; number 60, O, carries -0.234; number 61, H, carries 0.170; number 62, H, carries 0.502; number 63, H, carries -0.007; number 64, H, carries 0.305; number 65, H, carries 0.421; number 66, H, carries 0.399; number 67, H, carries -0.096; number 68, H, carries 0.280; number 69, H, carries 0.414; number 70, H, carries 0.329; number 71, H, carries 0.177; number 72, H, carries 0.339; number 73, C, carries -0.678; number 74, C, carries -0.260; number 75, C, carries -0.158; number 76, C, carries -0.806; number 77, C, carries -0.562; number 78, C, carries -1.062; number 79, C, carries 0.273; number 80, H, carries 0.312; number 81, H, carries 0.459; number 82, H, carries 0.414; number 83, H, carries 0.390; number 84, H, carries 0.450; number 85, H, carries 0.520; number 86, H, carries 0.571; number 87, C, carries -1.536; number 88, C, carries 1.126; number 89, C, carries -0.874; number 90, C, carries -0.220; number 91, C, carries -0.368; number 92, C, carries -0.540; number 93, C, carries -0.845; number 94, S, carries 1.425; number 95, O, carries -0.776; number 96, O, carries -0.577; number 97, O, carries -0.982; number 98, H, carries 0.358; number 99, H, carries 0.317



# 2
Molecular formula: C44H46AsIrN7O3
Method: DFT, wB97M-V/def2-TZVPD

Atoms and positions in Å:
Ir: -0.32694 2.02717 0.36926
O: 3.24046 0.73867 -0.67574
C: 2.14496 1.31787 -0.74034
N: 1.56006 1.88407 0.38906
C: 2.30726 2.10487 1.59006
C: 1.36496 2.11237 2.76326
C: 1.81826 2.16547 4.07236
C: 0.90486 2.17697 5.11566
C: -0.45094 2.17187 4.80786
C: -0.83024 2.12687 3.48306
N: 0.04476 2.07227 2.47236
C: 1.30546 1.45157 -1.90234
C: 1.78456 1.32337 -3.21664
C: 0.97046 1.62617 -4.27464
C: -0.34234 2.08357 -4.01204
C: -0.77014 2.16447 -2.71244
N: -0.01094 1.82517 -1.66144
H: 2.80856 3.08497 1.52696
H: 3.10876 1.35737 1.69096
H: 2.87756 2.18397 4.27516
H: 1.23666 2.19637 6.14086
H: -1.19864 2.20827 5.58286
H: -1.87494 2.16137 3.21126
H: 2.80876 1.01237 -3.34954
H: 1.32176 1.55367 -5.29124
H: -1.00014 2.36047 -4.82114
H: -1.77254 2.50487 -2.48044
N: -4.80294 1.92597 -0.75334
C: -4.72364 3.12307 0.10866
C: -3.25784 3.13237 0.65076
O: -2.91164 3.85827 1.54426
O: -2.54164 2.26267 0.02826
H: -5.36184 1.17357 -0.34994
H: -3.71094 1.68337 -0.71224
H: -5.13214 2.11087 -1.70064
H: -5.41744 3.10177 0.94526
H: -4.89254 4.03887 -0.45654
N: 1.66526 7.37727 -2.99874
C: 1.20966 6.96757 -2.03194
C: 0.63076 6.43607 -0.85154
C: 0.13106 7.25527 0.16506
C: -0.36784 6.64547 1.30256
C: -0.39574 5.26017 1.37376
N: 0.02086 4.48607 0.37586
C: 0.54656 5.05137 -0.69934
H: 0.12936 8.33007 0.05196
H: -0.72384 7.23217 2.13376
H: -0.79874 4.76427 2.24196
H: 0.91006 4.39867 -1.48224
C: 1.37716 -3.65793 -5.90814
C: 1.28196 -3.01203 -4.57124
C: 2.38516 -2.93063 -3.72764
C: 2.29226 -2.36813 -2.46744
C: 3.50976 -2.25053 -1.61284
C: 1.04146 -1.90463 -2.01794
As: 1.07166 -1.34193 -0.14404
N: -0.49104 -0.57873 0.35396
C: -1.59434 -1.22183 0.74666
C: -2.60094 -0.52203 1.45996
C: -3.76964 -1.14133 1.83226
C: -3.99414 -2.48013 1.51756
C: -3.02344 -3.19263 0.81936
C: -1.85094 -2.58463 0.44036
C: 1.19896 -2.90513 1.12126
C: 1.35266 -2.54333 2.46146
C: 1.57716 -1.13613 2.92026
C: 1.32616 -3.52603 3.44196
C: 1.20816 -4.86673 3.11766
C: 1.21356 -5.92583 4.16516
C: 1.11966 -5.20533 1.77486
C: 1.13686 -4.25723 0.76096
C: 1.09626 -4.76723 -0.64614
C: -0.05214 -1.85893 -2.89654
C: -1.37344 -1.24863 -2.54474
C: 0.08386 -2.44763 -4.14464
H: 2.36376 -4.07833 -6.07624
H: 1.16426 -2.93703 -6.69604
H: 0.63706 -4.45233 -5.99234
H: 3.33956 -3.30683 -4.06324
H: 4.37386 -2.68273 -2.10844
H: 3.37606 -2.74903 -0.64784
H: 3.71646 -1.19613 -1.41144
H: -2.40424 0.51037 1.70696
H: -4.51984 -0.59613 2.38776
H: -4.91664 -2.95853 1.80616
H: -3.19864 -4.22853 0.56906
H: -1.11264 -3.13113 -0.13004
H: 1.56966 -0.44773 2.07376
H: 2.54326 -1.06633 3.42116
H: 0.80966 -0.83743 3.63356
H: 1.42816 -3.22713 4.47406
H: 1.34596 -5.49753 5.15286
H: 2.01376 -6.64093 3.98716
H: 0.27686 -6.47983 4.14236
H: 1.05336 -6.24673 1.49636
H: 0.65176 -5.75943 -0.67584
H: 2.10966 -4.85073 -1.04134
H: 0.53186 -4.11583 -1.31234
H: -1.24194 -0.39573 -1.88004
H: -2.02204 -1.97493 -2.05034
H: -1.87454 -0.91953 -3.45264
H: -0.77254 -2.47053 -4.80424

Forces on atoms 1 to 2 (eV/Å):
Ir -1.784 0.210 0.474
O -0.942 1.465 -1.048

Multiplicity ... 2
Highest occupied orbital energy (alpha / beta) ... -12.2 / -11.9 eV
Calculated total energy ... -4652.8990 Eh
Max |F| ... 4.49 eV/A
Total charge ... +2
ΔE to the lowest compared entry with this formula, charge and spin ... 2.693 eV
Frontier orbital gap (alpha / beta) ... 6.24 / 4.84 eV

Results of the Mulliken charge analysis, in e, for atoms 1 through 99: number 1, Ir, carries 2.193; number 2, O, carries -0.777; number 3, C, carries -0.878; number 4, N, carries 1.230; number 5, C, carries -1.394; number 6, C, carries 0.689; number 7, C, carries -0.882; number 8, C, carries -0.669; number 9, C, carries -1.000; number 10, C, carries -0.472; number 11, N, carries 0.651; number 12, C, carries 1.404; number 13, C, carries -0.636; number 14, C, carries -0.835; number 15, C, carries -0.969; number 16, C, carries -0.373; number 17, N, carries 0.961; number 18, H, carries 0.523; number 19, H, carries 0.451; number 20, H, carries 0.612; number 21, H, carries 0.472; number 22, H, carries 0.521; number 23, H, carries 0.356; number 24, H, carries 0.635; number 25, H, carries 0.543; number 26, H, carries 0.499; number 27, H, carries 0.375; number 28, N, carries -0.098; number 29, C, carries -0.841; number 30, C, carries 0.569; number 31, O, carries -0.625; number 32, O, carries -1.088; number 33, H, carries 0.356; number 34, H, carries -0.028; number 35, H, carries 0.367; number 36, H, carries 0.369; number 37, H, carries 0.333; number 38, N, carries -0.423; number 39, C, carries -0.249; number 40, C, carries 0.050; number 41, C, carries -0.229; number 42, C, carries -1.070; number 43, C, carries -0.160; number 44, N, carries 0.039; number 45, C, carries -0.361; number 46, H, carries 0.539; number 47, H, carries 0.470; number 48, H, carries 0.493; number 49, H, carries 0.667; number 50, C, carries -1.508; number 51, C, carries 0.532; number 52, C, carries -1.315; number 53, C, carries 0.724; number 54, C, carries -1.708; number 55, C, carries 1.334; number 56, As, carries -0.258; number 57, N, carries 0.399; number 58, C, carries 0.382; number 59, C, carries -0.269; number 60, C, carries -1.036; number 61, C, carries -0.759; number 62, C, carries -1.230; number 63, C, carries -0.168; number 64, C, carries 0.661; number 65, C, carries 0.032; number 66, C, carries -0.414; number 67, C, carries -1.124; number 68, C, carries 0.720; number 69, C, carries -1.623; number 70, C, carries -1.099; number 71, C, carries 1.287; number 72, C, carries -1.557; number 73, C, carries 0.727; number 74, C, carries -0.841; number 75, C, carries -1.178; number 76, H, carries 0.407; number 77, H, carries 0.333; number 78, H, carries 0.351; number 79, H, carries 0.419; number 80, H, carries 0.555; number 81, H, carries 0.313; number 82, H, carries 0.184; number 83, H, carries 0.162; number 84, H, carries 0.576; number 85, H, carries 0.448; number 86, H, carries 0.525; number 87, H, carries 0.872; number 88, H, carries -1.195; number 89, H, carries 0.648; number 90, H, carries 0.471; number 91, H, carries 0.438; number 92, H, carries 0.351; number 93, H, carries 0.376; number 94, H, carries 0.351; number 95, H, carries 0.515; number 96, H, carries 0.501; number 97, H, carries 0.343; number 98, H, carries 0.229; number 99, H, carries -0.578



> Look up the calculated total energy of the first one.

-3129.5916 Eh